Record 1
{
  "formula": "C30H25InN5O15SV",
  "method": "the ωB97M-V functional and the def2-TZVPD basis",
  "charge": 2,
  "e_homo_ha": [-0.488, -0.488],
  "fmax_ev_per_a": 6.11,
  "multiplicity": 3,
  "total_energy_ha": -4091.70316,
  "e_lumo_ev": [-7.884, -10.625],
  "symbols": ["In", "O", "V", "S", "O", "O", "O", "O", "C", "C", "C", "C", "C", "C", "N", "O", "O", "H", "H", "H", "H", "H", "C", "C", "C", "C", "C", "C", "N", "O", "O", "H", "H", "H", "H", "H", "C", "C", "C", "C", "C", "C", "N", "O", "O", "H", "H", "H", "H", "H", "C", "C", "C", "C", "C", "C", "N", "O", "O", "H", "H", "H", "H", "H", "C", "C", "C", "C", "C", "C", "N", "O", "O", "H", "H", "H", "H", "H"],
  "coordinates": [[-5.0822, 30.5659, -7.2831], [0.8544, 28.2950, -5.1424], [-0.1419, 27.0896, -5.3738], [-2.3249, 28.6038, -6.2496], [-2.2632, 30.0370, -6.4896], [-1.9141, 28.0383, -4.9597], [-3.6690, 28.1083, -6.6969], [-1.2745, 27.8896, -6.9772], [3.1574, 28.8034, -11.3173], [3.1273, 29.1029, -9.9753], [2.2926, 28.3880, -9.1132], [1.5345, 27.2916, -9.5615], [1.4082, 27.2031, -10.9040], [2.1897, 27.9285, -11.7898], [0.8604, 26.3680, -8.6272], [0.9946, 26.5543, -7.4398], [0.2017, 25.5050, -9.0722], [3.8886, 29.2494, -11.9753], [3.7623, 29.9015, -9.6214], [2.2608, 28.6782, -8.0735], [0.8822, 26.3458, -11.2974], [2.1049, 27.5058, -12.7800], [-2.8120, 29.3326, -1.2659], [-1.5641, 28.7948, -1.4336], [-0.5298, 29.3991, -0.8441], [-0.6760, 30.6356, -0.2273], [-1.9804, 31.1230, -0.0900], [-3.0547, 30.5140, -0.6154], [0.4974, 31.3990, 0.1715], [1.4317, 30.7837, 0.6836], [0.5687, 32.6270, -0.1188], [-3.6945, 28.7856, -1.5632], [-1.3648, 27.9639, -2.0941], [0.4305, 28.9090, -0.9081], [-2.1675, 32.0668, 0.4005], [-4.0666, 30.8213, -0.3962], [-3.9017, 24.9690, -2.1557], [-5.0098, 25.4729, -1.3731], [-5.6089, 26.6164, -1.8484], [-5.2358, 27.2850, -3.0098], [-4.2913, 26.6119, -3.7621], [-3.6764, 25.4612, -3.3667], [-5.8663, 28.5925, -3.4512], [-6.7822, 29.0234, -2.8289], [-5.4097, 29.2481, -4.3991], [-3.4423, 24.0691, -1.7741], [-5.3921, 24.9919, -0.4849], [-6.4928, 27.0293, -1.3852], [-4.0847, 27.0762, -4.7151], [-2.9501, 24.9892, -4.0116], [-0.3433, 30.7150, -9.0942], [-0.5105, 31.9589, -8.4090], [-0.1553, 33.1112, -9.1318], [0.1698, 33.0005, -10.5502], [0.1986, 31.7104, -11.1482], [0.1246, 30.5938, -10.3627], [0.5800, 34.1673, -11.3522], [1.1374, 33.9311, -12.3896], [0.3149, 35.2772, -10.9352], [-0.4900, 29.7618, -8.6081], [-0.5451, 31.8104, -7.3398], [-0.0332, 34.0630, -8.6362], [0.6827, 31.4564, -12.0796], [0.2342, 29.6483, -10.8729], [-4.1411, 24.8244, -11.4241], [-4.2445, 25.7028, -12.4951], [-3.9855, 27.0616, -12.3766], [-3.5605, 27.5707, -11.1541], [-3.3392, 26.6761, -10.1106], [-3.6673, 25.3490, -10.1944], [-3.3163, 29.0389, -10.9922], [-2.9614, 29.7168, -11.9424], [-3.4789, 29.5948, -9.9000], [-4.4096, 23.7783, -11.4220], [-4.5310, 25.1286, -13.3637], [-4.1273, 27.6710, -13.2570], [-2.9774, 26.9094, -9.1201], [-3.6141, 24.7679, -9.2856]],
  "atomic_forces_ev_per_a": [[0.4, -0.6, 0.3], [-1.7, -3.0, 0.0], [-0.6, 5.5, -2.6], [-5.2, 0.6, -3.0], [0.5, -0.2, 0.9], [1.0, -0.8, 4.6], [2.1, 0.9, 1.1], [4.0, -2.2, -2.5], [-0.6, -0.2, -0.9], [-0.4, 0.0, 0.6], [0.2, -0.1, 0.9], [0.9, 2.3, 1.1], [-0.3, -2.1, -1.0], [0.2, -0.9, 0.0], [0.2, 1.2, -1.4], [0.8, 0.7, 2.8], [-1.2, -1.6, -1.1], [0.0, 0.1, -0.1], [0.0, -0.1, 0.4], [0.2, -0.2, 0.2], [-0.4, 0.1, -0.2], [0.3, 0.8, -0.4], [-2.0, -0.9, -0.7], [-1.2, -0.6, -0.9], [2.9, 1.0, 0.7], [-1.6, -0.4, -0.2], [2.0, 2.7, 0.9], [-0.6, -1.5, 0.2], [2.0, 2.0, 0.0], [-1.3, 0.4, -0.5], [-0.9, -2.9, 0.7], [0.1, -0.2, -0.5], [-0.4, -0.4, 0.3], [0.4, 0.4, 0.0], [0.4, 0.2, 0.2], [0.1, 0.3, -0.2], [-2.7, -1.5, 3.8], [1.6, 0.3, -1.6], [-1.9, 1.2, 0.6], [0.9, -1.4, -0.2], [-0.9, 2.8, -1.9], [1.3, 0.4, -1.4], [0.9, 0.3, -0.7], [-1.0, -0.4, 1.3], [0.8, -1.4, 0.0], [0.3, 0.0, -0.2], [0.2, 0.0, 0.0], [0.0, -0.1, 0.6], [0.2, -0.3, -0.2], [0.1, 0.0, -0.2], [-0.6, -0.8, 1.9], [1.8, 0.7, -1.6], [-0.3, -0.9, 0.3], [-0.7, -0.9, 1.6], [1.9, -0.7, -0.1], [-0.7, 0.7, -2.6], [-0.2, 1.2, 0.1], [0.3, -0.6, -0.3], [-0.2, -0.7, 0.5], [-0.4, 0.1, 0.7], [-0.6, 0.9, 0.2], [-0.2, 0.2, -0.1], [-0.6, 1.1, -0.8], [0.2, -0.2, 0.3], [0.7, 1.1, 2.1], [-0.1, -1.7, 0.5], [0.0, 0.1, -0.5], [0.2, -0.3, -0.2], [0.0, 0.6, 1.3], [-0.7, -0.6, -1.5], [0.2, 1.2, -0.1], [-0.1, -1.2, -0.2], [0.0, -1.2, 0.3], [-0.1, 0.0, -0.6], [-0.2, 1.1, -0.8], [0.1, 0.3, 0.1], [0.0, 1.0, -0.1], [0.2, -0.3, -0.1]]
}

---

Record 2
{
  "formula": "C30H25N3O3PdS4",
  "method": "the ωB97M-V functional and the def2-TZVPD basis",
  "e_homo_ha": -0.299,
  "fmax_ev_per_a": 0.80,
  "multiplicity": 1,
  "total_energy_ha": -3268.79554,
  "e_lumo_ev": -0.385,
  "symbols": ["Pd", "C", "C", "C", "C", "C", "C", "C", "S", "O", "O", "N", "C", "C", "C", "C", "C", "N", "H", "H", "H", "H", "H", "H", "H", "H", "H", "H", "H", "C", "C", "C", "N", "C", "C", "H", "H", "H", "H", "H", "O", "C", "C", "C", "C", "C", "S", "C", "C", "C", "C", "S", "C", "C", "C", "C", "S", "H", "H", "H", "H", "H", "H", "H", "H", "H"],
  "coordinates": [[0.8338, -0.8103, 0.3756], [-4.4137, 5.0984, 0.3439], [-3.2079, 4.3137, 0.7795], [-2.2239, 4.8949, 1.5722], [-1.0923, 4.1836, 1.9470], [-0.9517, 2.8709, 1.5323], [-1.9197, 2.2714, 0.7415], [-3.0399, 2.9910, 0.3702], [0.4640, 1.9219, 2.0106], [0.0241, 0.8500, 2.8715], [1.4247, 2.8554, 2.5475], [0.9930, 1.2374, 0.6497], [1.4059, 1.9763, -0.4464], [1.5986, 3.3674, -0.4493], [1.9944, 3.9685, -1.6250], [2.2089, 3.1971, -2.7627], [2.0147, 1.8343, -2.6528], [1.6201, 1.2311, -1.5336], [-4.5809, 5.9583, 0.9912], [-5.3113, 4.4801, 0.3553], [-4.2836, 5.4685, -0.6750], [-2.3414, 5.9207, 1.9000], [-0.3219, 4.6337, 2.5580], [-1.7912, 1.2480, 0.4141], [-3.7941, 2.5222, -0.2521], [1.4664, 3.9445, 0.4530], [2.1467, 5.0402, -1.6523], [2.5229, 3.6368, -3.6984], [2.1770, 1.1812, -3.5044], [5.4356, -1.2971, 1.6819], [4.6015, -0.4560, 2.3994], [3.2772, -0.3397, 2.0188], [2.7855, -1.0267, 0.9831], [3.5779, -1.8545, 0.2977], [4.9139, -2.0110, 0.6155], [6.4779, -1.3994, 1.9540], [4.9610, 0.1114, 3.2455], [2.5877, 0.2984, 2.5488], [3.0993, -2.3998, -0.5050], [5.5262, -2.6831, 0.0318], [0.8083, -2.7009, -0.0907], [-0.5000, -2.9145, -0.5423], [-1.4006, -2.0756, 0.3766], [-1.2529, -1.9840, 1.7419], [-2.3214, -1.2933, 2.3664], [-3.2811, -0.9207, 1.4767], [-2.8843, -1.3507, -0.1281], [-0.6882, -2.4590, -1.9852], [-0.5978, -1.1849, -2.4646], [-0.7461, -1.1091, -3.8736], [-0.9544, -2.3327, -4.4345], [-0.9715, -3.5724, -3.2610], [-0.8045, -4.3943, -0.4248], [0.0871, -5.4113, -0.5753], [-0.5192, -6.6921, -0.4612], [-1.8569, -6.6137, -0.2275], [-2.3891, -4.9906, -0.1373], [-0.4215, -2.4365, 2.2633], [-2.3641, -1.0737, 3.4218], [-4.1844, -0.3676, 1.6791], [-0.4090, -0.3132, -1.8486], [-0.7015, -0.1881, -4.4362], [-1.1090, -2.5662, -5.4752], [1.1371, -5.2365, -0.7539], [0.0164, -7.6261, -0.5452], [-2.5570, -7.4215, -0.0933]],
  "atomic_forces_ev_per_a": [[-0.1, 0.1, 0.2], [0.0, 0.0, 0.0], [0.0, 0.0, 0.0], [0.0, 0.0, 0.0], [0.0, 0.0, 0.0], [0.0, 0.0, 0.0], [-0.1, 0.0, 0.0], [0.0, 0.0, 0.0], [0.1, 0.1, 0.0], [0.1, 0.0, -0.2], [0.0, 0.0, 0.0], [-0.5, -0.4, 0.5], [0.1, 0.0, 0.0], [0.0, 0.0, 0.0], [0.0, 0.0, 0.0], [0.0, 0.0, 0.0], [0.0, 0.0, 0.0], [0.0, 0.0, 0.0], [0.0, 0.0, 0.0], [0.0, 0.0, 0.0], [0.0, 0.0, 0.0], [0.0, 0.0, 0.0], [0.0, 0.0, 0.0], [0.0, 0.0, 0.0], [0.0, 0.0, 0.0], [0.0, 0.0, 0.0], [0.0, 0.0, 0.0], [0.0, 0.0, 0.0], [0.0, 0.0, 0.0], [0.0, 0.0, 0.0], [0.0, 0.0, 0.0], [0.0, -0.1, 0.0], [0.2, 0.1, -0.1], [0.0, 0.0, 0.0], [0.0, 0.0, 0.0], [0.0, 0.0, 0.0], [0.0, 0.0, 0.0], [0.0, 0.0, 0.0], [0.0, 0.0, 0.0], [0.0, 0.0, 0.0], [0.0, 0.0, -0.1], [0.0, -0.1, 0.0], [0.1, 0.1, -0.2], [0.1, 0.2, 0.0], [-0.1, 0.0, 0.0], [0.1, 0.0, 0.0], [0.0, 0.0, -0.1], [0.0, 0.0, 0.0], [0.0, 0.0, 0.0], [0.0, 0.0, 0.0], [0.0, 0.0, 0.0], [0.1, 0.0, 0.0], [-0.1, 0.0, 0.1], [0.0, 0.0, 0.0], [0.0, 0.0, 0.0], [0.0, 0.0, 0.0], [0.0, 0.0, 0.0], [0.0, 0.0, 0.0], [0.0, 0.0, 0.0], [0.0, 0.0, 0.0], [0.0, 0.0, 0.0], [0.0, 0.0, 0.0], [0.0, 0.0, 0.0], [0.0, 0.0, 0.0], [0.0, 0.0, 0.0], [0.0, 0.0, 0.0]]
}

---

Record 3
{
  "formula": "C30H25N3O4",
  "method": "the ωB97M-V functional and the def2-TZVPD basis",
  "e_homo_ha": -0.284,
  "fmax_ev_per_a": 3.59,
  "multiplicity": 1,
  "total_energy_ha": -1623.19418,
  "e_lumo_ev": -1.328,
  "symbols": ["C", "C", "N", "C", "C", "C", "C", "C", "C", "C", "C", "C", "C", "C", "C", "C", "C", "C", "H", "H", "H", "H", "H", "H", "H", "H", "H", "H", "H", "H", "H", "H", "H", "H", "C", "C", "C", "C", "C", "N", "O", "O", "C", "C", "C", "C", "C", "C", "N", "O", "O", "C", "C", "H", "H", "H", "H", "H", "H", "H", "H", "H"],
  "coordinates": [[-4.5142, -0.0817, -0.8713], [-3.3270, -0.8739, -1.1744], [-3.0676, -1.2795, -2.4495], [-3.8880, -0.9805, -3.6178], [-1.8605, -1.9970, -2.4853], [-1.3651, -2.0648, -1.1573], [-0.1906, -2.7561, -0.8910], [0.4896, -3.3359, -1.9677], [-0.0122, -3.2585, -3.2758], [-1.2065, -2.5744, -3.5682], [-2.2803, -1.3264, -0.3278], [-1.9798, -1.0681, 1.0567], [-1.9412, -2.2163, 1.9740], [-1.8839, -3.5711, 1.5920], [-1.5464, -4.5610, 2.5145], [-1.3530, -4.2286, 3.8630], [-1.6127, -2.9167, 4.2928], [-1.9681, -1.9440, 3.3674], [-4.6233, -0.0027, 0.2121], [-4.4254, 0.9304, -1.2970], [-5.4198, -0.5505, -1.2756], [-3.3868, -1.4056, -4.4971], [-4.8897, -1.4383, -3.5393], [-4.0101, 0.1035, -3.7517], [0.1469, -2.8595, 0.1431], [1.4235, -3.8690, -1.7754], [0.5320, -3.7467, -4.0825], [-1.6252, -2.4709, -4.5611], [-2.4660, -0.1783, 1.4534], [-2.0780, -3.8750, 0.5536], [-1.4079, -5.5977, 2.1885], [-1.0194, -4.9782, 4.5828], [-1.5050, -2.6444, 5.3460], [-2.2118, -0.9375, 3.6994], [-0.2284, 0.0870, 1.2002], [0.1323, 0.4609, 2.5605], [0.7623, -0.5046, 3.4004], [0.9461, -0.2657, 4.7487], [0.4578, 0.9398, 5.3125], [0.3740, 1.0731, 6.7244], [-0.0094, 2.1700, 7.2014], [0.6899, 0.1039, 7.4636], [0.0698, 1.9879, 4.4619], [-0.0735, 1.7546, 3.1119], [-0.3081, 1.1194, 0.1726], [-1.2735, 2.1491, 0.3029], [-1.3913, 3.1277, -0.6566], [-0.4967, 3.1392, -1.7414], [-0.4472, 4.2809, -2.5770], [0.4232, 4.3461, -3.4730], [-1.2650, 5.2044, -2.3496], [0.4221, 2.0860, -1.9409], [0.5129, 1.0761, -0.9947], [0.2647, -0.8308, 0.8416], [1.1004, -1.4562, 2.9661], [1.4511, -0.9894, 5.3910], [-0.0957, 2.9654, 4.9015], [-0.3458, 2.5982, 2.4869], [-1.9215, 2.1665, 1.1829], [-2.1335, 3.9175, -0.5908], [1.0434, 2.0909, -2.8373], [1.2311, 0.2516, -1.1226]],
  "atomic_forces_ev_per_a": [[-0.6, 0.6, 0.3], [2.3, -0.8, 1.0], [0.6, -0.4, -0.5], [0.0, -0.2, 0.1], [-0.5, 0.3, 0.3], [-0.8, 0.3, -0.8], [0.5, -0.2, -0.5], [-0.1, 0.1, 0.5], [-0.5, 0.3, -0.4], [0.6, -0.3, 0.7], [-0.4, 0.3, -1.7], [-0.1, 1.9, 0.9], [-0.1, -0.1, 1.4], [0.3, -0.1, -0.4], [-0.1, 0.1, 0.5], [0.0, 0.4, -0.1], [-0.1, -0.5, -0.1], [0.5, -0.2, -0.5], [-0.1, 0.1, -0.1], [-0.1, -0.2, 0.1], [0.1, 0.1, 0.1], [-0.3, 0.3, 0.3], [0.4, 0.1, 0.0], [0.1, -0.3, 0.0], [0.1, 0.0, -0.5], [-0.3, 0.1, -0.1], [-0.1, 0.2, 0.2], [0.3, -0.3, -0.1], [-0.6, -0.4, 0.2], [0.3, 0.3, 0.5], [-0.2, 0.4, 0.1], [-0.2, 0.2, -0.2], [-0.2, -0.2, -0.3], [0.2, -0.1, 0.0], [-0.4, -2.6, -0.9], [0.3, -0.1, 1.1], [-0.3, 0.3, -0.5], [-0.3, 0.5, 0.6], [0.4, -0.8, -1.9], [0.3, 0.6, 3.5], [0.6, -2.0, -1.1], [-0.6, 1.7, -1.8], [0.1, -0.4, 0.9], [0.0, -0.4, -0.3], [-0.4, 0.6, -1.0], [0.4, -0.7, -0.1], [0.4, 0.5, -0.6], [0.3, -1.8, 1.2], [-0.1, 2.7, -1.9], [-1.6, -0.3, 1.6], [1.4, -1.7, -0.5], [-0.3, 0.5, 0.0], [-0.6, -0.1, 0.8], [0.5, 0.8, 0.3], [-0.2, 0.5, 0.2], [-0.4, 0.2, -0.2], [-0.2, -0.1, -0.1], [0.0, -0.2, 0.1], [0.1, -0.1, -0.4], [0.2, -0.1, 0.1], [-0.1, 0.1, 0.4], [-0.5, 0.4, 0.1]]
}